(1)
# C6H16N2

A structure of composition C6H16N2 in a non-equilibrium geometry (ωB97M-V/def2-TZVPD, the OMol25 dataset).

Computed properties:
Highest occupied orbital energy, eV: -7.88
Relative energy (zero: lowest compared OMol25 entry of this formula, charge and spin), kJ/mol: 470.8
LUMO energy, eV: 0.80

Last column: Mulliken charge in e.
Cartesian coordinates (Å):
N 3.778 0.299 0.636  -0.549
C 2.628 -0.163 -0.016  0.751
C 2.281 0.615 -1.255  -1.207
C 1.855 -1.093 0.554  -0.937
N -0.953 -0.086 -0.822  -0.433
C -1.804 -1.001 -0.653  -0.385
C -3.231 -0.858 -0.105  -0.246
C -3.471 0.403 0.738  -1.295
H 4.315 0.988 0.129  0.219
H 4.354 -0.409 1.034  0.228
H 0.587 2.212 0.986  0.271
H 2.802 0.274 -2.129  0.330
H 1.203 0.669 -1.353  0.203
H 2.576 1.656 -1.073  0.427
H 0.940 -1.408 0.068  0.320
H 2.228 -1.446 1.520  0.242
H 0.440 1.948 0.305  -0.288
H -1.668 -1.970 -1.185  0.360
H -0.972 -0.238 0.241  0.284
H -3.363 -1.728 0.527  0.266
H -3.938 -0.936 -0.911  0.349
H -4.520 0.696 0.719  0.360
H -2.943 1.248 0.282  0.386
H -3.124 0.330 1.764  0.344

Forces on the atoms, in the same order (eV/Å):
0.090 0.363 -0.375
-0.319 0.403 0.107
-0.227 0.742 1.098
0.683 0.253 -0.008
1.357 -0.375 1.395
-2.588 -1.855 -3.296
1.316 0.068 2.350
0.068 0.501 -0.886
-0.041 -0.212 -0.011
0.283 -0.312 0.336
0.006 0.017 -0.055
0.075 -0.300 -0.505
-0.056 -0.453 -0.516
0.171 -0.071 -0.121
0.256 -0.182 0.262
-0.620 -0.338 -0.299
-0.034 0.065 0.143
-0.402 -0.020 -0.245
0.447 2.729 0.812
-0.480 -0.430 0.083
0.042 -0.078 -0.668
-0.076 -0.231 0.241
0.066 -0.091 0.063
-0.018 -0.193 0.096

---

(2)
# C6H16N2

A cluster of 2 separate species, C6H16N2 in total (ωB97M-V/def2-TZVPD, the OMol25 dataset).

Computed properties:
SMILES string: C/C=C/C.NCCN
Highest occupied orbital energy, eV: -9.04
Relative energy (zero: lowest compared OMol25 entry of this formula, charge and spin), kJ/mol: 122.1
LUMO energy, eV: 1.11

Last column: Mulliken charge in e.
Cartesian coordinates (Å):
C 2.793 -0.889 0.084  -1.178
C 2.236 0.231 -0.747  0.097
C 1.473 0.127 -1.827  -0.100
C 1.228 1.228 -2.819  -1.236
H 2.599 -1.831 -0.433  0.311
H 3.875 -0.783 0.157  0.334
H 2.351 -0.916 1.079  0.278
H 2.578 1.217 -0.436  0.247
H 1.069 -0.832 -2.138  0.283
H 1.744 2.152 -2.561  0.322
H 1.574 0.948 -3.818  0.351
H 0.154 1.400 -2.947  0.290
N -2.296 -1.969 1.233  -0.597
C -2.033 -0.655 1.821  -0.493
C -1.764 0.364 0.719  -0.418
N -1.065 1.537 1.252  -0.589
H -3.089 -1.904 0.605  0.213
H -2.610 -2.620 1.943  0.226
H -1.144 -0.712 2.446  0.364
H -2.866 -0.254 2.417  0.247
H -1.106 -0.075 -0.033  0.338
H -2.697 0.630 0.200  0.268
H -0.666 2.069 0.488  0.217
H -1.718 2.163 1.719  0.225

Forces on the atoms, in the same order (eV/Å):
-0.582 -0.205 -0.525
0.281 0.269 0.177
0.388 0.034 -0.437
-0.430 -0.014 0.025
-0.046 -0.099 0.250
0.026 0.065 0.170
0.120 -0.034 0.084
0.000 0.072 -0.246
0.157 -0.206 0.161
-0.152 0.060 0.157
0.132 -0.170 0.109
0.045 0.246 0.098
-0.338 -0.065 0.097
-0.089 0.347 -0.433
0.382 0.054 -0.134
-0.287 0.255 0.055
0.013 0.079 -0.190
0.190 -0.023 0.124
-0.002 -0.021 0.067
0.060 -0.187 0.229
-0.004 -0.164 0.083
-0.053 -0.121 0.066
0.044 -0.026 0.044
0.146 -0.145 -0.029

---

(3)
# C6H16N2

An isolated molecule of C6H16N2 in a non-equilibrium geometry (ωB97M-V/def2-TZVPD, the OMol25 dataset).

Computed properties:
SMILES string: CCN[C@H](CC)CN
Highest occupied orbital energy, eV: -8.57
Relative energy (zero: lowest compared OMol25 entry of this formula, charge and spin), kJ/mol: 118.9
LUMO energy, eV: 1.00

Last column: Mulliken charge in e.
Cartesian coordinates (Å):
C -1.250 2.172 2.292  -1.272
C -0.918 0.864 1.612  -0.192
N -0.362 1.160 0.243  -0.489
C 0.140 -0.028 -0.515  0.238
C -0.842 -1.201 -0.463  -0.660
C -1.045 -1.979 -1.768  -1.410
C 1.616 -0.462 -0.181  -0.537
N 2.448 -0.455 -1.365  -0.567
H -2.169 2.206 2.877  0.383
H -0.420 2.431 2.957  0.304
H -1.395 3.021 1.622  0.343
H -0.224 0.186 2.091  0.354
H -1.856 0.341 1.414  0.171
H 0.495 1.672 0.432  0.299
H 0.199 0.385 -1.524  0.238
H -1.824 -0.805 -0.199  0.224
H -0.566 -1.869 0.358  0.382
H -1.423 -1.321 -2.559  0.328
H -1.822 -2.738 -1.702  0.395
H -0.092 -2.357 -2.124  0.339
H 1.963 0.188 0.638  0.349
H 1.544 -1.473 0.223  0.355
H 2.988 -1.302 -1.403  0.227
H 3.093 0.321 -1.457  0.199

Forces on the atoms, in the same order (eV/Å):
0.604 0.652 0.925
-0.746 0.125 -2.363
0.335 -0.669 0.885
0.122 0.529 -0.229
-0.793 0.193 -0.069
0.185 0.770 -0.266
-1.353 0.420 0.408
0.402 -0.322 -0.230
0.064 -0.606 0.225
-0.181 0.259 0.080
0.318 -0.343 -0.480
-0.021 0.008 0.938
0.155 -0.215 0.279
-0.142 0.500 -0.130
-0.033 -0.414 -0.215
-0.008 0.033 0.039
0.000 -0.085 -0.064
0.225 0.201 0.175
0.323 -0.368 0.325
-0.009 -0.465 -0.122
0.218 -0.118 -0.175
0.362 -0.038 -0.012
0.216 -0.058 -0.150
-0.243 0.012 0.227